Model A:
This record from the OMol25 dataset describes one molecule with the formula C3H8N2O2. The level of theory is ωB97M-V/def2-TZVPD.

Properties
- HOMO energy: -9.82 eV
- Structure (SMILES): NC(=O)NCCO
- Kohn-Sham gap: 10.52 eV
- Total charge: 0
- LUMO energy: 0.02556 hartree

Bonds (Å) are listed after each position.
Atoms and positions in Å:
1 N 2.35332 1.02484 -0.45949  C2 1.389, H8 1.010, H9 1.008
2 C 1.01769 0.79055 -0.15710  N1 1.389, O3 1.213, N4 1.374
3 O 0.36655 1.57405 0.50173  C2 1.213
4 N 0.53568 -0.38249 -0.68510  C2 1.374, C5 1.463, H10 1.004
5 C -0.87553 -0.75846 -0.59510  N4 1.463, C6 1.535, H11 1.095, H12 1.098
6 C -1.44292 -0.72952 0.83081  C5 1.535, O7 1.400, H13 1.103, H14 1.096
7 O -2.04689 0.48701 1.17106  C6 1.400, H15 0.974
8 H 2.73652 1.76641 0.10924  N1 1.010
9 H 2.95957 0.22439 -0.54624  N1 1.008
10 H 1.04710 -0.75405 -1.46501  N4 1.004
11 H -0.93155 -1.77805 -0.99037  C5 1.095
12 H -1.50925 -0.11703 -1.22180  C5 1.098
13 H -0.63859 -1.01048 1.53170  C6 1.103
14 H -2.22534 -1.49309 0.90973  C6 1.096
15 H -1.34636 1.15592 1.06593  O7 0.974

Atom charges from the Mulliken analysis, given in e for atoms 1 to 5: -0.523 0.594 -0.679 -0.249 -0.539

Model B:
This record from the OMol25 dataset describes one molecule with the formula C3H8N2O2. The level of theory is ωB97M-V/def2-TZVPD.

Properties
- HOMO energy: -9.58 eV
- Structure (SMILES): NC(=O)[C@@H](N)CO
- Kohn-Sham gap: 10.25 eV
- Total charge: 0
- LUMO energy: 0.02439 hartree

Bonds (Å) are listed after each position.
Atoms and positions in Å:
1 N 0.21781 1.55955 -0.47672  C2 1.461, H8 1.020, H9 1.016
2 C -0.16267 0.34882 0.24680  N1 1.461, C3 1.530, C5 1.521, H10 1.093
3 C -1.38485 -0.38671 -0.30608  C2 1.530, O4 1.415, H11 1.083, H12 1.093
4 O -2.49690 0.48604 -0.35839  C3 1.415, H13 0.964
5 C 1.01633 -0.60381 0.37739  C2 1.521, N6 1.355, O7 1.217
6 N 2.22327 -0.00174 0.50888  C5 1.355, H14 1.004, H15 1.007
7 O 0.87455 -1.81284 0.39728  C5 1.217
8 H 0.39281 1.34439 -1.45854  N1 1.020
9 H -0.57180 2.19902 -0.45116  N1 1.016
10 H -0.37735 0.67756 1.26648  C2 1.093
11 H -1.61871 -1.19679 0.37391  C3 1.083
12 H -1.11098 -0.84408 -1.26038  C3 1.093
13 H -2.67700 0.76421 -1.26339  O4 0.964
14 H 3.06671 -0.54118 0.43860  N6 1.004
15 H 2.25158 0.99992 0.41290  N6 1.007

Atom charges from the Mulliken analysis, given in e for atoms 1 to 5: -0.717 0.503 -0.693 -0.524 0.267

Model C:
This record from the OMol25 dataset describes one molecule with the formula C3H8N2O2. The level of theory is ωB97M-V/def2-TZVPD.

Properties
- HOMO energy: -7.85 eV
- Structure (SMILES): C=C(C)N(O)NO
- Kohn-Sham gap: 8.65 eV
- Total charge: 0
- LUMO energy: 0.02937 hartree

Bonds (Å) are listed after each position.
Atoms and positions in Å:
1 C 1.28906 1.06693 0.03889  C4 1.440, H11 1.231, H12 1.090, H13 1.087
2 N -0.72718 -0.63059 -0.19775  N3 1.368, C4 1.710, O6 1.457
3 N -1.08577 0.09183 -1.30273  N2 1.368, O7 1.410, H10 1.150
4 C 0.85042 -0.26780 0.35343  C1 1.440, N2 1.710, C5 1.314
5 C 1.41966 -1.35027 0.83255  C4 1.314, H14 1.080, H15 1.080
6 O -1.58241 -0.27865 0.92822  N2 1.457, H8 0.966
7 O -2.34372 0.72323 -1.22441  N3 1.410, H9 0.971
8 H -1.82219 -1.12987 1.31594  O6 0.966
9 H -2.96984 0.06862 -0.87574  O7 0.971
10 H -0.35391 0.96916 -1.43198  N3 1.150
11 H 0.84030 1.35351 -1.07067  C1 1.231
12 H 0.76152 1.83403 0.60597  C1 1.090
13 H 2.36876 1.18945 0.04398  C1 1.087
14 H 0.92192 -2.30732 0.77967  C5 1.080
15 H 2.43337 -1.33225 1.20463  C5 1.080

Atom charges from the Mulliken analysis, given in e for atoms 1 to 5: -1.021 -0.107 -0.257 0.765 -0.903

Stability summary - winner: model A; margin: 35.4 kJ/mol.

Model A:
This record from the OMol25 dataset describes a 3-piece molecular cluster, C3H8N2O2 overall. The level of theory is ωB97M-V/def2-TZVPD.

Properties
- HOMO energy: -9.15 eV
- Structure (SMILES): c1c[nH]cn1.O.O
- Kohn-Sham gap: 9.85 eV
- Total charge: 0
- LUMO energy: 0.02585 hartree

Bonds (Å) are listed after each position.
Atoms and positions in Å:
1 C 1.00365 -0.54890 -1.42697  C2 1.359, N5 1.378, H6 1.076
2 C -0.22653 0.02841 -1.39089  C1 1.359, N3 1.369, H7 1.073
3 N -0.02282 1.30594 -0.94340  C2 1.369, C4 1.357, H8 1.002
4 C 1.30529 1.44284 -0.70233  N3 1.357, N5 1.300, H9 1.075
5 N 1.94958 0.34947 -0.98249  C1 1.378, C4 1.300
6 H 1.36981 -1.53315 -1.66074  C1 1.076
7 H -1.17661 -0.22927 -1.81867  C2 1.073
8 H -0.76524 1.94122 -0.72163  N3 1.002
9 H 1.68098 2.35535 -0.27706  C4 1.075
10 H -3.15577 -1.73736 1.44813  O12 0.965
11 H -2.23681 -0.88591 2.26167  O12 0.969
12 O -2.86178 -0.82149 1.52357  H10 0.965, H11 0.969
13 H 0.77048 -0.50931 2.41121  O15 0.969
14 H -0.23165 -1.34962 1.60364  O15 0.969
15 O 0.02205 -1.11723 2.50935  H13 0.969, H14 0.969

Atom charges from the Mulliken analysis, given in e for atoms 1 to 5: -0.258 -0.407 -0.027 -0.097 -0.550

Model B:
This record from the OMol25 dataset describes one molecule with the formula C3H8N2O2. The level of theory is ωB97M-V/def2-TZVPD.

Properties
- HOMO energy: -9.77 eV
- Structure (SMILES): NC(=O)NCCO
- Kohn-Sham gap: 10.43 eV
- Total charge: 0
- LUMO energy: 0.02421 hartree

Bonds (Å) are listed after each position.
Atoms and positions in Å:
1 N 2.27341 0.68373 -1.05434  C2 1.384, H8 1.010, H9 1.010
2 C 0.94834 0.65975 -0.65656  N1 1.384, O3 1.228, N4 1.364
3 O 0.33842 1.68898 -0.38115  C2 1.228
4 N 0.38867 -0.58320 -0.60933  C2 1.364, C5 1.459, H10 1.007
5 C -1.00692 -0.78158 -0.23259  N4 1.459, C6 1.533, H11 1.094, H12 1.098
6 C -1.29248 -0.42167 1.22998  C5 1.533, O7 1.401, H13 1.105, H14 1.096
7 O -1.60158 0.93048 1.42946  C6 1.401, H15 0.974
8 H 2.70037 1.58263 -0.88030  N1 1.010
9 H 2.84684 -0.09837 -0.77143  N1 1.010
10 H 0.86082 -1.33026 -1.09294  N4 1.007
11 H -1.22131 -1.84143 -0.40078  C5 1.094
12 H -1.67336 -0.19236 -0.87552  C5 1.098
13 H -0.42536 -0.74772 1.83145  C6 1.105
14 H -2.16168 -0.99447 1.57332  C6 1.096
15 H -0.97416 1.44549 0.89075  O7 0.974

Atom charges from the Mulliken analysis, given in e for atoms 1 to 5: -0.512 0.608 -0.702 -0.222 -0.606

Model C:
This record from the OMol25 dataset describes a 2-piece molecular cluster, C3H8N2O2 overall. The level of theory is ωB97M-V/def2-TZVPD.

Properties
- HOMO energy: -8.38 eV
- Kohn-Sham gap: 9.08 eV
- Total charge: 0
- LUMO energy: 0.02564 hartree

Bonds (Å) are listed after each position.
Atoms and positions in Å:
1 C -0.23914 1.25316 0.34478  N2 1.359, O7 1.336, H10 1.083
2 N -0.24409 -0.02459 0.80645  C1 1.359, N3 1.429, C4 1.410
3 N -1.58762 -0.50007 0.90530  N2 1.429, H11 1.132, H12 1.017
4 C 0.76879 -0.96386 0.52297  N2 1.410, C5 1.330, H13 1.085
5 C 1.48812 -1.03997 -0.59338  C4 1.330, H14 1.082, H15 1.079
6 O -1.51607 1.05378 -1.07367  H8 0.964
7 O 0.90706 1.87709 0.05874  C1 1.336, H9 0.969
8 H -1.08404 0.77130 -1.88802  O6 0.964
9 H 1.61955 1.23751 -0.09142  O7 0.969
10 H -0.96900 1.88634 0.83497  C1 1.083
11 H -1.99866 -0.12383 -0.08033  N3 1.132
12 H -1.55435 -1.49359 1.12115  N3 1.017
13 H 0.82354 -1.74844 1.27077  C4 1.085
14 H 1.37697 -0.35151 -1.42034  C5 1.082
15 H 2.20894 -1.83331 -0.71797  C5 1.079

Atom charges from the Mulliken analysis, given in e for atoms 1 to 5: 0.280 0.210 -0.822 -0.002 -0.953

Stability summary - winner: model B; margin: 85.8 kJ/mol.

Model A:
This record from the OMol25 dataset describes one molecule with the formula C3H8N2O2. The level of theory is ωB97M-V/def2-TZVPD.

Properties
- HOMO energy: -9.63 eV
- Structure (SMILES): NCCNC(=O)O
- Kohn-Sham gap: 10.20 eV
- Total charge: 0
- LUMO energy: 0.02109 hartree

Bonds (Å) are listed after each position.
Atoms and positions in Å:
1 C 0.04013 -0.88402 0.02164  C2 1.535, N3 1.437, H12 1.094, H13 1.194
2 C -1.45248 -0.62446 0.26888  C1 1.535, N5 1.442, H14 1.100, H15 1.098
3 N 0.60158 0.00467 -0.95748  C1 1.437, C4 1.417, H9 1.014
4 C 1.56530 0.84340 -0.34521  N3 1.417, O6 1.352, O7 1.207
5 N -1.83078 0.74514 0.51696  C2 1.442, H10 1.015, H11 1.012
6 O 2.75291 0.21667 -0.18468  C4 1.352, H8 0.966
7 O 1.48845 2.04683 -0.40724  C4 1.207
8 H 2.72033 -0.66292 0.21346  O6 0.966
9 H -0.09074 0.55153 -1.45632  N3 1.014
10 H -1.41519 1.10330 1.37140  N5 1.015
11 H -1.55960 1.35698 -0.24151  N5 1.012
12 H 0.23796 -1.92853 -0.23683  C1 1.094
13 H 0.72643 -0.56605 0.94522  C1 1.194
14 H -2.00297 -0.95974 -0.62259  C2 1.100
15 H -1.78133 -1.24278 1.11430  C2 1.098

Atom charges from the Mulliken analysis, given in e for atoms 1 to 5: -0.281 -0.883 -0.242 0.548 -0.549

Model B:
This record from the OMol25 dataset describes a 2-piece molecular cluster, C3H8N2O2 overall. The level of theory is ωB97M-V/def2-TZVPD.

Properties
- HOMO energy: -8.68 eV
- Kohn-Sham gap: 6.07 eV
- Total charge: 0
- LUMO energy: -0.09558 hartree

Bonds (Å) are listed after each position.
Atoms and positions in Å:
1 C 1.09709 -3.17934 -1.07215  N2 1.367, C6 1.616, H8 1.135, H9 1.100
2 N 2.25610 -3.65467 -0.52471  C1 1.367, H10 1.034
3 C -1.21846 3.14242 0.99077  O4 1.393, O5 1.184, H11 1.107
4 O -0.68793 3.70687 -0.16707  C3 1.393, H15 1.041
5 O -0.89530 3.31135 2.11773  C3 1.184
6 C 0.27555 -2.02962 -0.28810  C1 1.616, N7 1.419, H12 1.096, H13 1.145
7 N -0.83191 -1.34642 -0.85300  C6 1.419, H14 1.026
8 H 0.75713 -4.20806 -0.73325  C1 1.135
9 H 0.97027 -2.93437 -2.13687  C1 1.100
10 H 3.11866 -3.17183 -0.82835  N2 1.034
11 H -1.90782 2.34453 0.65472  C3 1.107
12 H 0.43662 -2.11237 0.79290  C6 1.096
13 H 0.67123 -0.99110 -0.56225  C6 1.145
14 H -1.69092 -1.90226 -0.77694  N7 1.026
15 H -0.89380 4.55769 0.39584  O4 1.041

Atom charges from the Mulliken analysis, given in e for atoms 1 to 5: -0.217 -0.526 0.172 -0.405 -0.400

Model C:
This record from the OMol25 dataset describes a 2-piece molecular cluster, C3H8N2O2 overall. The level of theory is ωB97M-V/def2-TZVPD.

Properties
- HOMO energy: -10.24 eV
- Structure (SMILES): C=C(C)[N+](=O)[O-].N
- Kohn-Sham gap: 10.39 eV
- Total charge: 0
- LUMO energy: 0.00543 hartree

Bonds (Å) are listed after each position.
Atoms and positions in Å:
1 C -1.43936 0.52059 -1.50504  C3 1.322, H8 1.075, H9 1.030
2 C 0.49045 -1.00959 -1.39645  C3 1.463, H11 1.051, H12 1.166, H13 1.208
3 C -0.77963 -0.46321 -0.91710  C1 1.322, C2 1.463, N5 1.505
4 N 0.36023 0.31334 2.18114  H10 1.044, H14 1.013, H15 1.057
5 N -1.39659 -1.13973 0.27744  C3 1.505, O6 1.190, O7 1.192
6 O -2.29239 -0.62020 0.86350  N5 1.190
7 O -1.00153 -2.25746 0.39802  N5 1.192
8 H -1.19707 0.88107 -2.48824  C1 1.075
9 H -2.23381 1.05085 -1.12087  C1 1.030
10 H -0.44639 0.96855 2.07925  N4 1.044
11 H 1.16293 -0.20268 -1.36389  C2 1.051
12 H 0.71830 -2.02514 -0.87023  C2 1.166
13 H 0.46883 -1.31051 -2.56590  C2 1.208
14 H 1.13423 0.92283 2.41496  N4 1.013
15 H 0.12696 -0.08844 3.13065  N4 1.057

Atom charges from the Mulliken analysis, given in e for atoms 1 to 5: -0.906 -0.997 0.541 -0.704 1.063

Stability summary - winner: model A; margin: 340.8 kJ/mol.

Model A:
This record from the OMol25 dataset describes one molecule with the formula C4H5NO2S. The level of theory is ωB97M-V/def2-TZVPD.

Properties
- HOMO energy: -9.91 eV
- Structure (SMILES): CSC(=O)OCC#N
- Kohn-Sham gap: 10.53 eV
- Total charge: 0
- LUMO energy: 0.02284 hartree

Bonds (Å) are listed after each position.
Atoms and positions in Å:
1 C 2.75102 0.73119 0.03763  H5 1.140, H6 1.074, H7 1.080, S13 1.812
2 C 0.15064 -0.41565 0.13634  O11 1.196, O12 1.388, S13 1.756
3 C -2.14490 -0.89287 -0.09350  C4 1.441, H8 1.113, H9 1.077, O12 1.434
4 C -2.60223 0.45616 -0.31273  C3 1.441, N10 1.188
5 H 2.58145 0.47316 1.13546  C1 1.140
6 H 2.62897 1.79116 -0.08103  C1 1.074
7 H 3.72991 0.42719 -0.30412  C1 1.080
8 H -2.17117 -1.17683 0.98247  C3 1.113
9 H -2.75543 -1.61046 -0.61459  C3 1.077
10 N -2.88514 1.56828 -0.61969  C4 1.188
11 O -0.00448 -0.07530 1.27263  C2 1.196
12 O -0.82098 -1.05329 -0.62191  C2 1.388, C3 1.434
13 S 1.54233 -0.22275 -0.91695  C1 1.812, C2 1.756

Atom charges from the Mulliken analysis, given in e for atoms 1 to 5: -0.767 0.580 -0.308 0.353 0.248

Model B:
This record from the OMol25 dataset describes a 2-piece molecular cluster, C4H5NO2S overall. The level of theory is ωB97M-V/def2-TZVPD.

Properties
- HOMO energy (alpha / beta): -7.64 / -7.64 eV
- Kohn-Sham gap (alpha / beta): 7.49 / 7.49 eV
- Total charge: 0
- LUMO energy (alpha / beta): -0.00557 / -0.00560 hartree

Bonds (Å) are listed after each position.
Atoms and positions in Å:
1 C -1.30744 -1.16888 0.95292  C4 1.401, N5 1.182
2 C 0.45684 0.68819 -0.23477  C3 1.474, S8 1.567
3 C 0.44879 -0.16045 -1.43966  C2 1.474, H9 1.059, H10 1.100, H11 1.102
4 C -0.98353 0.06789 1.52469  C1 1.401, O6 1.388, O7 1.349
5 N -1.18828 -2.12384 0.26663  C1 1.182
6 O -1.94206 1.07095 1.47089  C4 1.388, H12 0.942
7 O -0.34248 0.27379 2.69337  C4 1.349, H13 0.916
8 S 1.19979 1.97718 0.25726  C2 1.567
9 H -0.41985 0.14091 -1.96519  C3 1.059
10 H 0.49125 -1.13117 -0.92475  C3 1.100
11 H 1.34702 -0.13341 -2.07712  C3 1.102
12 H -2.06522 1.47615 2.31281  O6 0.942
13 H 0.07653 -0.46480 3.03648  O7 0.916

Atom charges from the Mulliken analysis, given in e for atoms 1 to 5: 0.223 0.259 -0.798 0.591 -0.542

Model C:
This record from the OMol25 dataset describes one molecule with the formula C4H5NO2S. The level of theory is ωB97M-V/def2-TZVPD.

Properties
- HOMO energy: -8.66 eV
- Structure (SMILES): C=C(/C=N\O)C(O)=S
- Kohn-Sham gap: 8.36 eV
- Total charge: 0
- LUMO energy: -0.01125 hartree

Bonds (Å) are listed after each position.
Atoms and positions in Å:
1 C -0.89822 0.46760 0.72892  C2 1.492, H6 1.071, N10 1.270
2 C 0.45263 0.48886 0.09664  C1 1.492, C3 1.341, C4 1.477
3 C 0.81393 1.62533 -0.51582  C2 1.341, H7 1.074, H8 1.091
4 C 1.37536 -0.66430 0.09117  C2 1.477, O12 1.331, S13 1.638
5 H -2.51879 -1.71277 -0.51821  O11 0.983
6 H -1.09765 1.13758 1.54068  C1 1.071
7 H 1.76414 1.67102 -1.01420  C3 1.074
8 H 0.16636 2.50132 -0.45238  C3 1.091
9 H -0.18626 -1.74988 -0.13777  O12 0.987
10 N -1.93024 -0.23252 0.48660  C1 1.270, O11 1.384
11 O -1.72380 -1.13467 -0.54205  H5 0.983, N10 1.384
12 O 0.77622 -1.85186 0.05748  C4 1.331, H9 0.987
13 S 3.00632 -0.54570 0.17895  C4 1.638

Atom charges from the Mulliken analysis, given in e for atoms 1 to 5: -0.273 0.599 -0.937 0.403 0.369

Model D:
This record from the OMol25 dataset describes one molecule with the formula C4H5NO2S. The level of theory is ωB97M-V/def2-TZVPD.

Properties
- HOMO energy: -9.42 eV
- Structure (SMILES): O=C1N[C@H]2[C@H](S)[C@H]2O1
- Kohn-Sham gap: 9.96 eV
- Total charge: 0
- LUMO energy: 0.01987 hartree

Bonds (Å) are listed after each position.
Atoms and positions in Å:
1 C 1.04218 0.02930 0.62647  C2 1.539, C4 1.541, H6 1.125, S13 1.830
2 C 0.17427 -0.43258 -0.55729  C1 1.539, C4 1.461, H7 1.168, N10 1.434
3 C -1.75635 0.98673 -0.33875  N10 1.432, O11 1.226, O12 1.416
4 C -0.41987 -0.43387 0.77729  C1 1.541, C2 1.461, H9 1.064, O12 1.386
5 H 3.23229 -0.76072 0.55108  S13 1.285
6 H 1.10525 1.14177 0.46830  C1 1.125
7 H 0.37174 -1.50802 -0.96924  C2 1.168
8 H -0.65488 0.60087 -2.37231  N10 1.181
9 H -0.59196 -1.41501 1.15124  C4 1.064
10 N -0.73959 0.46474 -1.20220  C2 1.434, C3 1.432, H8 1.181
11 O -2.70281 1.73395 -0.56159  C3 1.226
12 O -1.41466 0.51513 0.95145  C3 1.416, C4 1.386
13 S 2.35439 -0.92230 1.47557  C1 1.830, H5 1.285

Atom charges from the Mulliken analysis, given in e for atoms 1 to 5: -0.366 0.093 0.382 -0.288 0.112

Stability summary - winner: model A; margin: 133.4 kJ/mol.